(1)
ORCA calculation (ωB97M-V/def2-TZVPD) on an isolated molecule of C4H6N2O.

ORCA input file:
```
! RIJCOSX wB97M-V def2-TZVPD def2/J DEFGRID3
* xyz 0 1
C -2.290 -1.261 -0.431
C -1.830 -0.249 0.264
N -0.798 0.065 0.938
C -0.284 1.250 0.937
O -0.388 2.423 0.872
N 1.169 0.287 0.714
C 1.880 0.343 -0.542
H -3.312 -1.258 -0.788
H -1.687 -2.143 -0.630
H 1.293 -0.566 1.250
H 2.031 1.389 -0.821
H 2.863 -0.119 -0.405
H 1.354 -0.160 -1.358
*
```

Its HOMO energy (spin up / spin down) is -8.31 / -8.30 eV. The relative energy (zero: lowest compared OMol25 entry of this formula, charge and spin) comes out at 530.53 kJ/mol. For the lowest unoccupied orbital energy (spin up / spin down), the calculation gives -0.4 / -0.4 eV. For the orbital gap (spin up / spin down), the calculation gives 7.936 / 7.931 eV.

(2)
ORCA calculation (ωB97M-V/def2-TZVPD) on an isolated molecule of C4H6N2O.

ORCA input file:
```
! RIJCOSX wB97M-V def2-TZVPD def2/J DEFGRID3
* xyz 0 1
C 2.026 -0.204 -0.048
C 0.531 -0.145 -0.169
N -0.304 -0.574 -1.127
C -1.679 -0.388 -0.887
C -1.594 0.232 0.330
O -2.587 0.789 1.071
N -0.290 0.365 0.768
H 2.473 -0.776 -0.865
H 2.352 -0.684 0.885
H 2.479 0.795 -0.057
H -0.040 -0.750 -2.087
H -3.369 0.588 0.535
H 0.003 0.752 1.652
*
```

Its HOMO energy is -7.53 eV. The relative energy (zero: lowest compared OMol25 entry of this formula, charge and spin) comes out at 239.92 kJ/mol. For the lowest unoccupied orbital energy, the calculation gives 0.6 eV. For the orbital gap, the calculation gives 8.163 eV.

(3)
ORCA calculation (ωB97M-V/def2-TZVPD) on an isolated molecule of C4H6N2O.

ORCA input file:
```
! RIJCOSX wB97M-V def2-TZVPD def2/J DEFGRID3
* xyz 0 1
O 1.493 2.141 0.189
C 0.827 1.139 0.109
N 1.245 -0.153 0.346
C 0.427 -1.186 -0.261
C -0.799 -0.359 -0.665
C -1.461 0.344 0.437
N -0.519 1.137 -0.317
H 2.196 -0.297 0.639
H 0.208 -1.988 0.465
H 0.914 -1.652 -1.126
H -0.931 0.121 -1.625
H -2.503 0.631 0.373
H -1.097 0.123 1.437
*
```

Its HOMO energy is -9.85 eV. The relative energy (zero: lowest compared OMol25 entry of this formula, charge and spin) comes out at 239.00 kJ/mol. For the lowest unoccupied orbital energy, the calculation gives 0.9 eV. For the orbital gap, the calculation gives 10.727 eV.

(4)
ORCA calculation (ωB97M-V/def2-TZVPD) on the ion C4H6N2O with charge +2.

ORCA input file:
```
! RIJCOSX wB97M-V def2-TZVPD def2/J DEFGRID3
* xyz 2 1
C 1.391 -2.310 -0.113
C 0.440 -1.347 0.037
N -0.225 -0.348 0.236
C -0.889 0.795 0.283
C -0.323 1.949 -0.512
N -1.935 0.950 0.892
O -2.944 1.375 1.438
H 2.433 -2.108 0.491
H 1.787 -2.586 -1.252
H 0.930 -3.327 0.370
H -0.869 2.269 -1.426
H 0.696 1.875 -0.750
H -0.493 2.813 0.308
*
```

Its HOMO energy (spin up / spin down) is -21.14 / -21.14 eV. The relative energy (zero: lowest compared OMol25 entry of this formula, charge and spin) comes out at 476.43 kJ/mol. For the lowest unoccupied orbital energy (spin up / spin down), the calculation gives -12.9 / -12.9 eV. For the orbital gap (spin up / spin down), the calculation gives 8.250 / 8.249 eV.

Maximum force
In order: 5.47 0.75 2.85 10.02
Unit: eV Å⁻¹
Energy
In order: -340.5928 -340.7035 -340.7039 -339.8010
Unit: a.u.